# 1
# C26H21BrN6O2V

C26H21BrN6O2V as an isolated structure (wB97M-V/def2-TZVPD, OMol25).

Calculated values
- Energy: -136069.618 eV
- Expectation value of S²: 3.76
- Lowest unoccupied orbital energy (alpha / beta): 0.43 / 0.22 eV
- Spin multiplicity: 4
- Largest force on an atom: 1.82 eV Å⁻¹

XYZ file:
```
57
Properties=species:S:1:pos:R:3:lowdin_spin:R:1
V 1.54 0.18 0.28 2.64
C -3.35 -4.41 -0.10 0.00
C -2.42 -3.26 -0.36 0.00
C -2.89 -1.97 -0.62 0.00
C -2.02 -0.93 -0.85 0.00
C -0.63 -1.09 -0.87 0.01
N 0.24 -0.01 -1.12 0.01
C -0.11 0.90 -2.12 0.01
C -0.96 0.53 -3.17 0.00
C -1.38 1.39 -4.16 0.00
C -0.96 2.72 -4.17 0.00
C -1.42 3.70 -5.21 0.00
C -0.08 3.09 -3.18 0.00
C 0.38 2.22 -2.19 0.01
N 1.39 2.76 -1.31 0.01
C 2.05 3.94 -1.42 0.03
C 2.96 4.02 -0.39 0.00
C 2.81 2.83 0.32 0.05
N 1.87 2.08 -0.24 0.03
C -0.17 -2.38 -0.56 0.01
C -1.04 -3.43 -0.32 0.00
N 1.23 -2.66 -0.45 0.02
C 1.87 -3.83 -0.66 0.03
C 3.17 -3.68 -0.23 0.00
C 3.24 -2.37 0.25 0.04
N 2.07 -1.75 0.12 0.02
H -4.39 -4.11 -0.25 0.00
H -3.26 -4.77 0.93 0.00
H -3.14 -5.25 -0.76 0.00
H -3.96 -1.79 -0.62 0.00
H -2.41 0.07 -1.02 0.00
H -1.31 -0.50 -3.19 0.00
H -2.04 1.03 -4.94 0.00
H -2.22 3.28 -5.83 0.00
H -0.60 3.99 -5.88 0.00
H -1.80 4.62 -4.76 0.00
H 0.26 4.12 -3.17 0.00
H 1.85 4.63 -2.22 0.00
H 3.64 4.84 -0.19 0.00
H 3.32 2.50 1.20 0.00
H -0.64 -4.40 -0.05 0.00
H 1.37 -4.65 -1.14 0.00
H 3.95 -4.42 -0.27 0.00
H 4.08 -1.84 0.67 0.01
Br -0.19 -2.55 6.88 0.00
C -0.17 -0.83 6.09 0.00
C -0.49 0.28 6.86 0.00
N -0.49 1.51 6.37 0.00
C -0.19 1.66 5.07 0.00
C 0.13 0.61 4.24 0.00
C 0.15 -0.67 4.76 0.00
C 0.46 0.88 2.79 0.01
O 0.27 1.99 2.34 0.02
O 0.96 -0.14 2.13 0.02
H -0.74 0.16 7.91 0.00
H -0.21 2.67 4.67 0.00
H 0.40 -1.51 4.12 0.00
```



# 2
# C18H34ClF3N2O9S

A 2-piece molecular cluster, C18H34ClF3N2O9S overall (wB97M-V/def2-TZVPD, OMol25).

Calculated values
- Energy: -72123.384 eV
- Lowest unoccupied orbital energy: -0.86 eV
- Largest force on an atom: 8.57 eV Å⁻¹

XYZ file:
```
68
Properties=species:S:1:pos:R:3:mulliken_charge:R:1
N 4.82 0.32 2.36 -0.60
C 3.32 0.69 2.39 0.27
O 2.53 0.27 3.38 -0.44
C 2.82 1.66 1.13 -0.27
C 1.39 2.37 1.43 -0.53
N 0.17 1.65 0.91 0.11
C 0.34 0.17 0.67 -0.91
C -1.10 -0.52 0.15 0.24
C -0.94 -1.28 -1.31 -0.52
O 0.19 -2.23 -1.38 -0.38
C 0.50 -2.62 -2.76 -0.08
O -0.67 -3.34 -3.30 -0.37
C -0.90 -4.62 -2.62 -0.17
C 0.22 -5.77 -2.95 -0.51
O 0.74 -5.65 -4.32 -0.51
O -2.24 0.40 0.22 -0.43
C -2.00 1.67 -0.48 0.12
C -3.12 2.83 -0.03 -0.85
C -4.67 2.36 -0.29 -0.53
C -4.98 1.83 -1.81 -0.36
O -4.33 2.63 -2.88 -0.53
C -0.49 2.29 -0.30 -0.14
C 0.29 2.08 -1.72 0.12
C 1.61 3.02 -1.95 -0.67
C 2.75 2.08 -2.68 -0.43
Cl 2.20 1.59 -4.42 -0.20
H 4.90 -0.58 1.84 0.30
H 5.09 0.15 3.35 0.37
H 2.90 1.11 0.08 -0.04
H 3.64 2.53 1.09 0.37
H 1.32 3.51 1.07 0.41
H 1.28 2.43 2.62 0.42
H -0.56 1.73 1.69 0.51
H 0.68 -0.40 1.66 0.42
H 1.12 -0.11 -0.17 0.23
H -1.31 -1.39 0.93 0.42
H -0.97 -0.52 -2.23 0.15
H -1.93 -1.94 -1.44 0.37
H 1.49 -3.28 -2.73 0.25
H 0.80 -1.66 -3.40 0.19
H -0.99 -4.55 -1.46 0.24
H -1.96 -5.02 -3.01 0.33
H 1.14 -5.74 -2.21 0.24
H -0.33 -6.82 -2.81 0.31
H 1.45 -4.94 -4.36 0.32
H -2.22 1.47 -1.63 -0.01
H -2.96 3.19 1.09 0.28
H -2.95 3.81 -0.69 0.32
H -5.39 3.29 -0.09 0.34
H -4.90 1.47 0.46 0.26
H -6.13 1.78 -2.08 0.31
H -4.48 0.75 -1.89 0.18
H -3.75 2.03 -3.47 0.31
H -0.58 3.45 -0.06 0.65
H 0.60 0.98 -1.98 -0.48
H -0.48 2.40 -2.57 0.33
H 1.33 3.86 -2.75 0.38
H 1.99 3.60 -1.00 0.30
H 2.93 1.04 -2.12 0.18
H 3.80 2.63 -2.77 0.39
C 1.64 -1.79 6.27 0.56
F 2.15 -0.54 6.03 -0.22
F 1.56 -2.41 5.04 -0.22
F 2.62 -2.47 6.96 -0.25
S 0.01 -1.75 7.18 1.12
O -0.91 -1.00 6.30 -0.66
O 0.28 -1.07 8.45 -0.66
O -0.38 -3.16 7.35 -0.66
```



# 3
# C24H24N3O6PSTi

C24H24N3O6PSTi as an isolated structure (wB97M-V/def2-TZVPD, OMol25).

Calculated values
- Total charge: +1
- Energy: -85263.763 eV
- Expectation value of S²: 0.76
- Lowest unoccupied orbital energy (alpha / beta): -3.06 / -5.56 eV
- Spin multiplicity: 2
- Largest force on an atom: 3.37 eV Å⁻¹

XYZ file:
```
60
Properties=species:S:1:pos:R:3:lowdin_spin:R:1
Ti 0.28 0.64 1.06 0.03
O 1.20 1.48 -0.63 0.01
S 0.20 2.62 -0.95 0.00
O 0.79 3.91 -1.33 0.00
O -0.61 2.55 0.38 0.00
C -0.77 2.08 -2.32 0.00
C -1.39 3.09 -3.10 0.00
C -2.09 2.74 -4.26 0.00
C -1.96 1.44 -4.79 0.00
C -1.01 0.61 -4.22 0.01
C -0.39 0.87 -2.97 0.05
P 0.26 -0.68 -2.16 0.44
C 1.88 -0.82 -3.00 0.06
C 2.45 0.23 -3.75 0.05
C 3.53 0.02 -4.59 0.00
C 4.16 -1.24 -4.63 0.06
C 3.68 -2.26 -3.79 0.00
C 2.52 -2.08 -3.01 0.04
C -0.83 -2.00 -2.87 0.07
C -1.94 -2.40 -2.12 0.01
C -2.85 -3.34 -2.66 0.00
C -2.65 -3.84 -3.94 0.01
C -1.50 -3.51 -4.67 0.00
C -0.61 -2.59 -4.12 0.02
H -1.42 4.11 -2.75 0.00
H -2.73 3.42 -4.85 0.00
H -2.63 1.11 -5.61 0.00
H -0.65 -0.24 -4.81 0.00
H 2.19 1.26 -3.63 0.00
H 3.91 0.82 -5.25 0.00
H 4.98 -1.45 -5.30 0.00
H 4.15 -3.28 -3.76 0.00
H 2.15 -2.97 -2.49 0.00
H -2.03 -2.03 -1.12 0.00
H -3.68 -3.74 -2.07 0.00
H -3.37 -4.54 -4.44 0.00
H -1.36 -3.94 -5.67 0.00
H 0.27 -2.37 -4.70 0.00
O -0.35 -0.65 0.38 0.10
N 2.97 -0.84 1.15 0.00
O 3.18 -0.80 -0.07 0.00
O 2.16 0.08 1.59 0.00
N -0.11 0.76 3.17 0.00
C -0.07 0.54 4.31 0.00
N -0.17 0.61 5.62 0.00
C 0.38 1.83 6.20 0.00
C -0.58 2.49 7.26 0.00
C -1.10 1.46 8.22 0.00
C -1.58 0.12 7.60 0.00
C -0.47 -0.43 6.63 0.00
H 0.54 2.50 5.33 0.00
H 1.39 1.59 6.63 0.00
H -1.41 2.94 6.71 0.00
H -0.01 3.30 7.69 0.00
H -1.93 1.91 8.82 0.00
H -0.32 1.20 8.97 0.00
H -2.48 0.32 7.03 0.00
H -1.88 -0.64 8.30 0.00
H -0.74 -1.35 6.13 0.00
H 0.45 -0.59 7.21 0.00
```



# 4
# C19H24ClF7N2O7PS

A 2-piece molecular cluster, C19H24ClF7N2O7PS overall (wB97M-V/def2-TZVPD, OMol25).

Calculated values
- Total charge: -1
- Energy: -89060.347 eV
- Lowest unoccupied orbital energy: -0.02 eV
- Largest force on an atom: 9.02 eV Å⁻¹

XYZ file:
```
62
Properties=species:S:1:pos:R:3:mulliken_charge:R:1
N -2.21 -8.27 -3.00 -0.64
P -1.16 -6.83 -3.30 0.22
O -1.36 -6.39 -4.98 -0.49
C -1.80 -5.48 -2.11 0.31
C -2.91 -4.51 -2.38 0.54
C -3.74 -4.57 -3.80 0.06
O -4.95 -5.19 -3.78 -0.62
O -3.29 -4.04 -5.09 -0.65
C -3.23 -3.40 -1.18 0.09
O -4.51 -2.97 -1.02 -0.54
C -1.97 -2.85 -0.23 0.03
S -2.04 -1.11 0.44 1.25
O -2.69 -1.21 1.88 -0.61
O -0.70 -0.35 0.52 -0.57
C -3.20 0.05 -0.52 0.51
F -4.55 -0.16 0.12 -0.26
F -3.37 -0.34 -1.94 -0.23
C -2.85 1.63 -0.31 0.41
F -4.07 2.41 -0.73 -0.29
F -2.68 1.87 1.15 -0.22
C -1.61 2.21 -1.22 0.66
F -2.00 3.31 -2.15 -0.24
F -0.88 1.21 -2.02 -0.21
F -0.60 2.78 -0.25 -0.21
C -0.89 -3.87 0.03 0.45
C 0.39 -3.52 0.98 -0.49
C 1.72 -4.49 0.71 -0.51
C 3.06 -3.49 0.67 -0.47
Cl 4.49 -4.30 -0.26 -0.24
C -1.05 -5.39 -0.63 -0.14
O -0.66 -6.52 -0.05 -0.54
H -3.06 -8.09 -3.58 0.29
H -1.69 -9.13 -3.34 0.28
H -1.49 -7.25 -5.49 0.30
H 0.80 -2.43 0.90 0.26
H 0.07 -3.75 2.10 0.27
H 1.69 -5.00 -0.36 0.37
H 1.83 -5.35 1.50 0.28
H 3.39 -3.14 1.75 0.34
H 2.78 -2.54 0.01 0.26
C 3.58 6.95 3.46 -1.41
C 3.35 6.38 2.06 -0.31
N 2.93 4.98 2.05 0.11
C 2.98 4.37 0.72 -0.70
C 2.04 4.92 -0.35 -0.70
C 1.74 4.65 2.84 -0.68
C 0.44 5.38 2.50 -0.77
H 4.30 6.34 4.02 0.32
H 3.98 7.96 3.39 0.43
H 2.65 7.01 4.04 0.29
H 4.31 6.46 1.53 0.42
H 2.64 7.02 1.54 0.26
H 2.81 3.29 0.80 0.35
H 4.01 4.46 0.34 0.37
H 1.01 4.60 -0.19 -0.03
H 2.34 4.56 -1.34 0.40
H 2.06 6.02 -0.39 0.29
H 1.97 4.83 3.90 0.35
H 1.55 3.57 2.79 0.32
H 0.59 6.45 2.34 0.25
H -0.26 5.28 3.33 0.38
H -0.04 4.96 1.62 0.09
```



# 5
# C35H35N3O2

One molecule with the formula C35H35N3O2 (wB97M-V/def2-TZVPD, OMol25).

Calculated values
- SMILES string: O=C1c2ccccc2C(=O)N1[C@H](/C=C/c1cc2c3c(c1)CCCN3CCC2)c1cc2c3c(c1)CCCN3CCC2
- Energy: -45427.381 eV
- Lowest unoccupied orbital energy: -0.03 eV
- Largest force on an atom: 2.66 eV Å⁻¹

XYZ file:
```
75
Properties=species:S:1:pos:R:3:mulliken_charge:R:1
C 4.75 -3.60 4.04 -0.72
C 6.02 -2.91 4.49 -0.78
N 5.94 -1.46 4.51 0.03
C 7.23 -0.81 4.66 -0.82
C 7.14 0.65 5.05 -0.80
C 6.11 1.39 4.21 -1.02
C 4.80 0.65 4.09 0.79
C 4.78 -0.75 4.35 0.38
C 3.51 -1.40 4.27 0.34
C 2.37 -0.69 3.89 -0.93
C 2.33 0.72 3.66 0.86
C 1.12 1.52 3.41 -0.55
C -0.16 1.05 3.43 -0.22
C -1.46 1.85 3.46 -0.22
C -2.60 0.81 3.48 0.33
C -2.63 -0.42 4.19 -1.15
C -3.80 -1.20 4.24 0.63
C -4.97 -0.77 3.56 0.47
N -6.14 -1.47 3.63 -0.08
C -6.28 -2.76 4.27 -0.83
C -4.95 -3.45 4.57 -0.68
C -3.90 -2.42 5.11 -0.84
C -7.40 -0.99 3.08 -0.83
C -7.42 0.51 2.76 -0.77
C -6.11 0.94 2.08 -0.72
C -4.92 0.45 2.83 -0.15
C -3.74 1.19 2.83 -0.51
C 3.63 1.33 3.70 -1.29
C 3.52 -2.88 4.60 -0.94
H 4.73 -3.59 2.95 0.34
H 4.80 -4.64 4.36 0.35
H 6.31 -3.24 5.50 0.36
H 6.87 -3.18 3.84 0.38
H 7.80 -1.38 5.40 0.44
H 7.76 -0.92 3.71 0.37
H 6.87 0.72 6.10 0.33
H 8.12 1.11 4.92 0.36
H 5.92 2.38 4.62 0.42
H 6.50 1.52 3.19 0.28
H 1.46 -1.30 3.89 0.26
H 1.40 2.54 3.11 0.33
H -0.22 -0.12 3.37 0.26
H -1.62 2.66 4.18 0.67
H -1.75 -0.76 4.69 0.76
H -6.83 -2.59 5.22 0.38
H -6.91 -3.41 3.64 0.39
H -5.13 -4.21 5.35 0.34
H -4.56 -3.90 3.62 0.32
H -2.92 -2.93 5.20 0.38
H -4.24 -2.12 6.13 0.28
H -7.66 -1.59 2.18 0.36
H -8.18 -1.20 3.83 0.39
H -8.27 0.69 2.09 0.34
H -7.53 1.06 3.72 0.31
H -6.08 0.56 1.05 0.29
H -6.09 2.04 2.07 0.36
H -3.70 2.13 2.29 0.32
H 3.71 2.40 3.56 0.41
H 2.63 -3.37 4.18 0.36
H 3.48 -3.06 5.69 0.30
C -1.67 4.69 -2.14 -0.48
C -1.49 3.57 -1.31 -0.53
C -1.51 3.68 0.07 0.48
C -1.63 4.90 0.73 0.09
C -1.74 6.04 -0.10 -0.47
C -1.77 5.98 -1.50 -0.42
C -1.68 4.58 2.22 -0.10
O -1.77 5.44 3.06 -0.62
N -1.68 3.11 2.27 0.21
C -1.34 2.60 1.01 0.50
O -1.02 1.44 0.82 -0.65
H -1.75 4.67 -3.25 0.37
H -1.41 2.58 -1.79 0.43
H -1.83 7.01 0.38 0.41
H -1.88 6.88 -2.13 0.36
```



# 6
# C3H6Cl2Si

A 2-piece molecular cluster, C3H6Cl2Si overall (wB97M-V/def2-TZVPD, OMol25).

Calculated values
- Energy: -36127.726 eV
- Lowest unoccupied orbital energy: 0.07 eV
- Largest force on an atom: 4.17 eV Å⁻¹

XYZ file:
```
12
Properties=species:S:1:pos:R:3:mulliken_charge:R:1
C 3.14 0.73 -0.42 -0.25
C 2.44 -0.36 -0.28 0.03
C -0.70 -0.52 0.90 -0.89
Si -0.02 -0.21 -0.86 0.58
Cl 4.79 1.04 0.04 -0.18
Cl 3.03 -1.89 0.09 -0.19
H 2.52 1.67 -0.72 0.17
H -1.81 -0.26 0.91 0.31
H -0.44 -1.52 1.19 0.30
H -0.11 0.03 1.78 0.27
H -0.60 -1.38 -1.62 -0.05
H 0.23 1.19 -1.29 -0.11
```



# 7
# C16H31BeNOP2

C16H31BeNOP2 as an isolated structure (wB97M-V/def2-TZVPD, OMol25).

Calculated values
- Energy: -39609.470 eV
- Lowest unoccupied orbital energy: 0.06 eV
- Largest force on an atom: 2.79 eV Å⁻¹

XYZ file:
```
52
Properties=species:S:1:pos:R:3:mulliken_charge:R:1
P 0.07 1.01 -1.95 0.99
P -0.44 -2.08 -0.97 1.40
C 0.24 -0.46 -3.11 -1.34
C -0.64 -1.65 -2.73 -1.19
H 1.31 -0.73 -3.10 0.43
H -0.03 -0.09 -4.10 0.60
H -1.71 -1.46 -2.88 0.50
H -0.37 -2.55 -3.31 0.50
C 1.02 -3.16 -0.94 -1.49
H 1.31 -3.45 0.08 0.41
H 1.87 -2.61 -1.37 0.32
H 0.79 -4.04 -1.54 0.50
C -1.88 -3.13 -0.52 -1.37
H -1.69 -4.16 -0.85 0.43
H -2.78 -2.73 -1.01 0.37
H -2.06 -3.13 0.58 0.39
C 1.28 2.05 -2.84 -1.28
H 1.38 3.04 -2.36 0.32
H 0.95 2.16 -3.88 0.40
H 2.25 1.54 -2.80 0.36
C -1.59 1.51 -2.58 -1.53
H -2.34 0.84 -2.14 0.34
H -1.62 1.42 -3.67 0.44
H -1.83 2.54 -2.28 0.41
Be 0.89 2.92 1.28 -0.37
C -0.50 -1.84 3.06 -0.71
C 0.57 -2.23 2.34 -0.15
C 1.38 -1.31 1.49 0.95
C 1.45 0.16 1.91 -1.52
C 0.58 1.03 1.02 1.71
C -0.76 0.79 0.75 -0.21
C -1.58 -0.28 1.33 -0.35
C -1.40 -0.66 2.82 -1.14
C 0.58 4.31 0.31 -0.84
H -0.78 -2.45 3.93 0.41
H 0.94 -3.27 2.40 0.34
H 0.93 -1.28 0.46 -1.35
H 2.39 -1.73 1.29 0.60
H 1.26 0.32 2.98 0.21
H 2.49 0.46 1.73 0.47
H 1.22 1.46 0.20 -0.86
H -1.29 1.50 0.05 0.93
H -1.39 -1.22 0.76 -1.22
H -2.64 -0.06 1.14 0.60
H -1.15 0.21 3.43 0.35
H -2.39 -1.02 3.13 0.48
H -0.27 4.84 0.75 0.28
H 0.39 4.25 -0.77 0.29
H 1.46 4.94 0.48 0.13
O 1.45 3.26 5.20 -0.59
C 1.38 3.17 4.01 1.06
N 1.29 3.07 2.80 -0.41
```



# 8
# C3H4N2O

C3H4N2O as an isolated structure (wB97M-V/def2-TZVPD, OMol25).

Calculated values
- Energy: -8197.214 eV
- Lowest unoccupied orbital energy: -0.19 eV
- Largest force on an atom: 0.53 eV Å⁻¹

XYZ file:
```
10
Properties=species:S:1:pos:R:3:mulliken_charge:R:1
N -1.74 -0.58 -0.74 -0.38
C -0.42 -0.55 -0.54 0.03
C 0.36 -0.42 0.49 0.26
C 1.35 0.34 1.02 -0.48
N 1.66 1.54 0.35 -0.10
O 1.01 1.81 -0.65 -0.37
H -2.09 -0.48 -1.68 0.27
H -2.34 -0.21 -0.01 0.23
H 0.30 -1.60 -0.15 0.15
H 1.92 0.14 1.91 0.39
```



# 9
# C5H15NO2

A 2-piece molecular cluster, C5H15NO2 overall (wB97M-V/def2-TZVPD, OMol25).

Calculated values
- SMILES string: CCNC[C@@H](C)O.O
- Energy: -11012.585 eV
- Lowest unoccupied orbital energy: 0.87 eV
- Largest force on an atom: 2.04 eV Å⁻¹

XYZ file:
```
23
Properties=species:S:1:pos:R:3:mulliken_charge:R:1
C -1.69 0.65 -1.54 -0.50
N -0.30 0.46 -1.23 -0.21
C 0.10 1.10 0.01 -1.08
C 1.44 0.40 0.46 0.62
C 2.51 1.40 0.84 -1.56
O 1.34 -0.42 1.61 -0.53
C -2.69 -0.23 -0.72 -1.09
H -2.07 1.68 -1.51 0.34
H -1.92 0.43 -2.58 0.37
H 0.35 0.77 -1.94 0.23
H -0.68 0.89 0.74 0.47
H 0.24 2.18 -0.03 0.36
H 1.74 -0.12 -0.45 0.22
H 2.11 2.07 1.60 0.37
H 2.80 2.08 0.01 0.37
H 3.41 0.83 1.10 0.37
H 0.51 -0.91 1.51 0.33
H -3.62 0.34 -0.57 0.32
H -3.05 -1.09 -1.29 0.30
H -2.43 -0.63 0.27 0.34
H 0.03 -3.52 0.09 0.30
H -0.56 -2.15 -0.07 0.29
O -0.47 -2.86 0.58 -0.64
```



# 10
# C5H6OS

One molecule with the formula C5H6OS (wB97M-V/def2-TZVPD, OMol25).

Calculated values
- SMILES string: O[C@H]1[C@@H]2C=C[C@H]1S2
- Energy: -18161.504 eV
- Lowest unoccupied orbital energy: 0.67 eV
- Largest force on an atom: 4.06 eV Å⁻¹

XYZ file:
```
13
Properties=species:S:1:pos:R:3:mulliken_charge:R:1
C 0.95 -0.56 -0.09 -0.40
C -0.02 0.33 -1.05 0.06
C 0.04 0.34 1.02 -0.24
C -1.45 -0.18 0.73 -0.49
C -1.34 -0.31 -0.61 -0.38
H 2.30 0.68 0.37 0.40
H 0.85 -1.64 -0.15 0.41
H 0.33 0.22 -2.10 0.42
H 0.42 0.69 2.07 0.35
H -2.37 -0.54 1.24 0.35
H -2.18 -0.59 -1.38 0.28
O 2.31 -0.27 0.04 -0.57
S 0.15 1.82 -0.09 -0.19
```



Which formula does entry 7 have?
C16H31BeNOP2



Among the records above, which one has the lowest largest force on an atom?
C3H4N2O



Which formula does entry 7 have?
C16H31BeNOP2